[1]
The following is a quantum chemistry calculation of C11H21Br2Cl4Cs2F2MgNNaO9S2 as an isolated structure, from the OMol25 dataset.

Computed properties:
E: -259876.5777 eV
E_HOMO: -8.494 eV
net charge: +1
orbital gap: 0.96 eV

Geometry as XYZ:
```
56
C11H21Br2Cl4Cs2F2MgNNaO9S2 ωB97M-V with the def2-TZVPD basis set
C -5.530 0.639 1.337
C -4.547 -0.106 2.371
C -3.040 -0.295 1.858
O -2.495 0.866 1.141
N -1.555 0.397 0.240
C -0.310 -0.009 0.930
O -0.046 -1.188 1.297
O 0.773 0.965 1.196
H -6.400 -0.079 1.046
H -4.934 0.937 0.403
H -5.960 1.563 1.885
H -4.975 -1.169 2.538
H -4.499 0.398 3.405
H -2.371 -0.468 2.792
H -2.937 -1.195 1.147
H -1.374 1.140 -0.467
H 0.372 1.875 1.178
C -2.603 6.416 -1.965
C -1.428 5.438 -1.873
C -1.848 4.304 -0.935
S -3.630 4.184 -1.058
O -4.202 4.545 0.214
O -3.976 2.962 -1.742
C -3.843 5.554 -2.184
H -2.467 7.137 -2.774
H -2.695 6.973 -1.026
H -1.212 5.034 -2.867
H -0.521 5.931 -1.515
H -1.399 3.352 -1.229
H -1.596 4.530 0.105
H -4.777 6.077 -1.963
H -3.868 5.152 -3.201
Br 4.452 -1.515 1.717
C 2.952 -2.520 0.981
C 3.234 -4.001 0.962
Br 4.434 -4.481 -0.503
H 2.748 -2.107 -0.007
H 2.112 -2.299 1.644
H 2.318 -4.563 0.773
H 3.694 -4.366 1.881
Cs 1.156 3.481 1.154
C 8.048 -3.086 0.300
Cl 6.992 -2.636 -1.066
Cl 9.518 -3.879 -0.319
Cl 8.500 -1.626 1.203
Cl 7.186 -4.201 1.373
F -0.733 -2.158 3.196
O 4.852 -8.251 -0.395
S 5.087 -8.034 -1.834
O 3.933 -7.335 -2.424
O 5.263 -9.335 -2.499
O 6.299 -7.215 -2.014
Cs 9.341 -2.972 -2.932
Na 1.440 -5.705 -0.652
F -7.946 -0.705 2.215
Mg -4.992 7.648 -3.040
```

Atomic partial charges in e from the Löwdin method, atoms 1 to 5: -0.11 -0.20 -0.18 -0.18 0.01

[2]
The following is a quantum chemistry calculation of an isolated molecule of C4H5FN2, from the OMol25 dataset.

Computed properties:
E: -9921.6339 eV
E_HOMO: -6.859 eV
energy relative to the best compared isomer or geometry (same formula, charge and spin): 5.170 eV
orbital gap: 7.79 eV

Geometry as XYZ:
```
12
C4H5FN2 ωB97M-V with the def2-TZVPD basis set
C -1.554 1.183 -0.642
C -0.133 -0.508 0.060
C -0.127 1.575 1.184
C 0.839 -1.461 0.393
N -1.074 -0.049 -0.617
N -1.049 2.009 0.385
F 0.294 2.409 2.144
H -2.477 1.504 -0.927
H 1.723 -1.384 -0.114
H 1.074 -1.275 1.376
H 0.312 -2.360 0.295
H -1.365 2.959 0.256
```

Atomic partial charges in e from the natural (NBO) method, atoms 1 to 5: -0.10 0.38 0.36 -0.71 -0.36

[3]
The following is a quantum chemistry calculation of C14H23BrCaIN6O6P2 as an isolated structure, from the OMol25 dataset.

Computed properties:
E: -151279.5022 eV
E_HOMO: -11.428 eV
energy relative to the best compared isomer or geometry (same formula, charge and spin): 0.931 eV
net charge: +1
orbital gap: 9.36 eV

Geometry as XYZ:
```
54
C14H23BrCaIN6O6P2 ωB97M-V with the def2-TZVPD basis set
Ca 0.389 -0.912 -1.051
N -2.223 -3.989 -1.677
C -2.179 -2.617 -2.345
C -3.260 -2.491 -3.402
P -2.384 -1.449 -0.880
O -3.964 -1.264 -0.847
O -1.847 -2.218 0.284
O -1.652 -0.166 -1.161
P -0.424 -2.540 -3.022
O -0.470 -3.536 -4.256
O 0.342 -3.108 -1.855
O -0.026 -1.144 -3.369
H -2.875 -4.620 -2.140
H -2.456 -3.854 -0.679
H -1.271 -4.384 -1.665
H -4.256 -2.595 -2.973
H -3.118 -3.225 -4.197
H -3.197 -1.497 -3.846
H -4.305 -0.994 0.013
H -0.227 -3.135 -5.100
Br 4.474 2.626 0.958
C 4.723 1.313 -0.374
C 5.974 0.714 -0.470
C 6.209 -0.259 -1.424
C 5.199 -0.641 -2.296
C 3.952 -0.042 -2.208
C 3.715 0.934 -1.243
I 1.812 1.763 -1.138
H 6.759 1.016 0.208
H 7.185 -0.718 -1.485
H 5.378 -1.396 -3.048
H 3.170 -0.317 -2.906
N -1.015 0.109 3.985
C -0.206 -0.583 3.501
N 0.659 -1.423 3.102
C 1.140 -1.379 1.904
N 1.629 -1.356 0.853
N -1.723 2.538 3.876
C -2.628 2.754 2.728
C -1.877 2.480 1.431
N -0.648 3.246 1.298
C 0.200 3.129 2.475
C -0.532 3.410 3.786
H -1.364 1.281 3.944
H -2.226 2.728 4.739
H -2.994 3.787 2.736
H -3.485 2.088 2.834
H -2.526 2.694 0.582
H -1.626 1.413 1.374
H -0.859 4.220 1.109
H 1.044 3.812 2.374
H 0.623 2.119 2.493
H -0.842 4.460 3.820
H 0.106 3.216 4.649
```

Atomic partial charges in e from the natural (NBO) method, atoms 1 to 5: 1.76 -0.71 -0.61 -0.65 2.33

[4]
The following is a quantum chemistry calculation of C32H26BrIrN3OS2 as an isolated structure, from the OMol25 dataset.

Computed properties:
E: -134678.1339 eV
E_HOMO (alpha / beta): -3.143 / -3.144 eV
energy relative to the best compared isomer or geometry (same formula, charge and spin): 1.447 eV
net charge: -1
orbital gap (alpha / beta): 4.51 / 4.51 eV

Geometry as XYZ:
```
66
C32H26BrIrN3OS2 ωB97M-V with the def2-TZVPD basis set
Ir 0.286 0.437 -0.562
Br 7.528 1.733 -1.493
C 5.745 1.073 -1.392
C 5.508 -0.310 -1.532
C 4.235 -0.787 -1.464
C 3.110 0.063 -1.244
O 1.957 -0.494 -1.212
C 3.374 1.467 -1.108
C 2.386 2.474 -0.930
N 1.115 2.273 -0.790
C 0.196 3.324 -0.568
C 0.441 4.666 -0.678
C -0.580 5.605 -0.424
C -1.841 5.205 -0.091
C -2.141 3.825 0.004
C -3.436 3.326 0.288
C -3.639 1.981 0.309
C -2.562 1.105 0.073
N -1.341 1.533 -0.164
C -1.117 2.893 -0.221
C 4.713 1.931 -1.189
H 6.339 -0.987 -1.678
H 4.028 -1.846 -1.538
H 2.759 3.496 -0.896
H 1.419 5.024 -0.969
H -0.353 6.660 -0.510
H -2.625 5.930 0.088
H -4.247 4.021 0.470
H -4.615 1.561 0.506
H -2.693 0.032 0.075
H 4.903 2.992 -1.083
C 0.102 0.060 3.971
C 1.009 -0.294 2.800
S 1.188 0.904 1.609
C 1.665 -1.531 2.742
C 1.315 -2.576 3.791
S 2.828 -1.990 1.620
H -0.207 1.102 3.891
H 0.630 -0.055 4.924
H -0.800 -0.552 4.033
H 0.506 -2.284 4.458
H 2.201 -2.807 4.385
H 1.021 -3.492 3.277
C -2.304 -1.916 -4.541
C -1.023 -1.420 -4.345
C -0.490 -1.281 -3.071
C -1.233 -1.625 -1.925
C -2.536 -2.122 -2.146
C -3.050 -2.267 -3.422
N -0.735 -1.381 -0.647
C -1.180 -2.215 0.373
C -1.299 -3.602 0.163
C -1.789 -4.446 1.140
C -2.182 -3.946 2.378
C -2.038 -2.588 2.614
C -1.529 -1.736 1.640
H -2.709 -2.029 -5.539
H -0.412 -1.150 -5.199
H 0.526 -0.935 -2.948
H -3.146 -2.394 -1.294
H -4.057 -2.651 -3.542
H -0.986 -4.008 -0.790
H -1.856 -5.508 0.936
H -2.570 -4.604 3.145
H -2.322 -2.177 3.575
H -1.389 -0.687 1.866
```

Atomic partial charges in e from the natural (NBO) method, atoms 1 to 5: 0.81 0.00 -0.14 -0.20 -0.26

[5]
The following is a quantum chemistry calculation of an isolated molecule of C4H7NO2, from the OMol25 dataset.

Computed properties:
E: -9845.2492 eV
SMILES: C/N=C1/COCO1
E_HOMO: -9.686 eV
energy relative to the best compared isomer or geometry (same formula, charge and spin): 2.031 eV
orbital gap: 10.61 eV

Geometry as XYZ:
```
14
C4H7NO2 ωB97M-V with the def2-TZVPD basis set
C 2.326 -0.361 -0.450
N 1.338 0.695 -0.273
C 0.133 0.393 -0.119
C -0.999 1.249 0.431
O -2.139 0.564 -0.091
C -1.792 -0.793 0.016
O -0.394 -0.872 -0.243
H 2.496 -0.577 -1.512
H 3.269 0.001 -0.026
H 2.052 -1.300 0.054
H -1.064 2.329 0.361
H -0.904 1.243 1.535
H -2.321 -1.415 -0.718
H -2.001 -1.156 1.033
```

Atomic partial charges in e from the natural (NBO) method, atoms 1 to 5: -0.44 -0.47 0.53 -0.16 -0.51

[6]
The following is a quantum chemistry calculation of C40H39AuBN3O4SSi as an isolated structure, from the OMol25 dataset.

Computed properties:
E: -77858.8960 eV
E_HOMO: -7.798 eV
energy relative to the best compared isomer or geometry (same formula, charge and spin): 0.000 eV
orbital gap: 7.45 eV

Geometry as XYZ:
```
90
C40H39AuBN3O4SSi ωB97M-V with the def2-TZVPD basis set
Au -0.576 -0.838 0.846
C -2.487 -1.329 1.488
Si -3.731 0.035 1.721
C -2.568 2.572 1.945
N -1.526 2.431 0.973
C -0.153 2.547 1.473
C 0.485 3.910 1.153
C -0.582 4.998 1.120
C -1.583 4.719 -0.013
C -1.721 3.204 -0.247
C -4.960 -0.644 2.959
C -4.705 -0.514 4.328
C -5.559 -1.071 5.270
C -6.685 -1.771 4.857
C -6.955 -1.909 3.504
C -6.099 -1.347 2.565
C -4.637 0.403 0.125
C -5.320 1.604 -0.083
C -6.061 1.819 -1.237
C -6.146 0.828 -2.206
C -5.492 -0.380 -2.012
C -4.751 -0.586 -0.857
H -2.883 -2.169 0.915
H -2.199 -1.701 2.471
H -2.241 3.121 2.833
H -3.392 3.119 1.481
H 0.462 1.754 1.042
H -0.169 2.374 2.549
H 0.989 3.875 0.181
H 1.254 4.131 1.896
H -0.131 5.984 0.997
H -1.102 5.014 2.082
H -1.254 5.198 -0.939
H -2.555 5.154 0.234
H -0.972 2.864 -0.968
H -2.691 2.953 -0.679
H -3.832 0.038 4.658
H -5.347 -0.958 6.325
H -7.353 -2.205 5.591
H -7.837 -2.446 3.178
H -6.335 -1.449 1.511
H -5.297 2.379 0.673
H -6.578 2.760 -1.378
H -6.720 0.997 -3.108
H -5.546 -1.155 -2.766
H -4.233 -1.532 -0.734
O -0.235 0.726 4.816
S -0.406 -0.610 4.197
O -3.057 1.340 2.454
N 0.460 -0.788 2.785
C 1.769 -0.349 2.703
C 2.621 -0.065 3.754
C 3.945 0.355 3.527
C 4.459 0.507 2.270
C 3.627 0.250 1.159
C 4.055 0.395 -0.177
C 3.195 0.149 -1.212
C 1.880 -0.230 -0.916
N 1.451 -0.370 0.321
C 2.293 -0.159 1.377
C 0.537 -1.724 5.264
C 0.892 -2.987 4.809
C 1.545 -3.860 5.665
C 1.833 -3.473 6.969
C 1.463 -2.214 7.418
C 0.805 -1.336 6.566
H 2.267 -0.143 4.770
H 4.567 0.564 4.388
H 5.480 0.827 2.110
H 5.075 0.708 -0.368
H 3.502 0.250 -2.243
H 1.166 -0.421 -1.707
H 0.680 -3.271 3.786
H 1.835 -4.842 5.315
H 2.344 -4.156 7.635
H 1.686 -1.913 8.434
H 0.508 -0.346 6.890
O -1.790 0.200 -1.700
B -1.526 -0.922 -0.923
O -1.917 -2.079 -1.596
C -2.470 -1.649 -2.781
C -3.048 -2.393 -3.783
C -3.549 -1.682 -4.874
C -3.463 -0.295 -4.938
C -2.875 0.445 -3.913
C -2.389 -0.269 -2.844
H -3.111 -3.470 -3.721
H -4.013 -2.223 -5.688
H -3.865 0.221 -5.800
H -2.817 1.525 -3.942
```

Atomic partial charges in e from the Löwdin method, atoms 1 to 5: 1.20 -0.29 0.50 -0.23 -0.13